Model one:
One molecule with the formula C4H6O4, computed with wB97M-V/def2-TZVPD.

Geometry as ORCA input:
```
! RIJCOSX wB97M-V def2-TZVPD def2/J DEFGRID3
* xyz 0 1
H -0.295 0.466 -2.645
C -0.273 -0.106 0.141
O 2.123 -0.275 0.640
H 0.076 -1.592 1.917
H -1.033 -1.410 -1.015
C -0.797 1.092 -0.532
O -1.832 0.649 -1.442
C 0.885 0.046 1.208
H -1.066 1.859 0.101
O 0.479 -0.687 2.306
H 0.849 1.135 1.569
C -0.759 1.203 -2.064
H 2.028 -1.061 0.132
O -0.386 -1.319 -0.317
*
```

Results
- HOMO level (alpha / beta) (eV) = -8.78 / -7.42
- frontier orbital gap (alpha / beta) (eV) = 9.06 / 7.11
- lowest unoccupied orbital energy (alpha / beta) (eV) = 0.28 / -0.32

=====

Model two:
A 2-piece molecular cluster, C4H6O4 overall, computed with wB97M-V/def2-TZVPD.

Geometry as ORCA input:
```
! RIJCOSX wB97M-V def2-TZVPD def2/J DEFGRID3
* xyz 0 1
O 1.257 1.444 0.042
O 2.314 -0.939 -0.572
O -1.421 -1.916 -0.251
O -1.218 1.543 -0.448
H -0.572 -0.141 -1.566
C -0.719 0.216 -0.492
H -2.784 0.020 1.090
H 1.038 -2.147 0.244
C 0.501 0.126 0.490
C 1.240 -1.111 0.069
H -0.616 2.451 -0.502
H 0.551 0.107 1.735
C -1.750 -0.597 0.099
H 2.180 0.944 0.062
*
```

Results
- HOMO level (eV) = -10.50
- frontier orbital gap (eV) = 9.97
- lowest unoccupied orbital energy (eV) = -0.53

=====

Model three:
One molecule with the formula C4H6O4, computed with wB97M-V/def2-TZVPD.

Geometry as ORCA input:
```
! RIJCOSX wB97M-V def2-TZVPD def2/J DEFGRID3
* xyz 0 1
O 1.166 -1.211 1.499
O -1.012 1.152 -0.227
C 0.740 -0.302 -0.715
O 1.640 -0.985 -1.469
H 1.650 -0.629 -2.365
C -0.222 0.696 -1.303
H -0.273 1.334 1.675
H 0.308 1.550 -1.751
H -0.856 0.233 -2.077
O -1.580 -0.174 1.707
C 0.548 -0.396 0.604
H 0.661 -1.198 2.321
H -2.193 -0.576 1.078
C -0.578 0.505 1.023
*
```

Results
- HOMO level (eV) = -8.36
- frontier orbital gap (eV) = 8.98
- lowest unoccupied orbital energy (eV) = 0.62
- SMILES string = OC1=C(O)[C@H](O)OC1

=====

Name the least stable of them. model two.

=====

Model one:
One molecule with the formula C5H3N3, computed with wB97M-V/def2-TZVPD.

Geometry as ORCA input:
```
! RIJCOSX wB97M-V def2-TZVPD def2/J DEFGRID3
* xyz 0 1
N -2.085 0.131 -0.069
C 2.099 -0.128 -0.017
N -1.198 1.282 -0.008
H 3.204 -0.398 -0.086
C 1.428 1.069 -0.100
H 1.865 1.966 0.065
C -1.492 -1.003 0.014
C -0.013 -0.732 0.146
C -0.032 0.697 0.130
H -1.979 -1.982 -0.270
N 1.135 -1.270 -0.028
*
```

Results
- HOMO level (eV) = -9.72
- frontier orbital gap (eV) = 7.54
- lowest unoccupied orbital energy (eV) = -2.18
- SMILES string = C1=NC2=CN=NC2=C1

=====

Model two:
C5H3N3 as an isolated structure, computed with wB97M-V/def2-TZVPD.

Geometry as ORCA input:
```
! RIJCOSX wB97M-V def2-TZVPD def2/J DEFGRID3
* xyz 0 1
C -1.302 -1.108 0.705
N -1.789 -0.174 -0.067
C -0.601 0.469 -0.485
C 0.601 -0.109 0.156
H 0.537 -1.976 1.427
C 1.158 1.483 -0.998
N 1.725 0.599 -0.256
C 0.143 -1.165 0.836
H 1.734 2.186 -1.580
N -0.262 1.572 -1.039
H -1.944 -1.776 1.300
*
```

Results
- HOMO level (eV) = -9.58
- frontier orbital gap (eV) = 7.53
- lowest unoccupied orbital energy (eV) = -2.05

=====

Model three:
One molecule with the formula C5H3N3, computed with wB97M-V/def2-TZVPD.

Geometry as ORCA input:
```
! RIJCOSX wB97M-V def2-TZVPD def2/J DEFGRID3
* xyz 0 1
C 1.399 1.553 0.011
H -2.037 -0.520 -1.668
H 1.862 2.568 -0.096
C 1.294 0.629 1.045
N 0.296 1.366 -0.980
H 1.795 0.553 1.902
C 0.223 -0.375 0.602
C -1.418 -0.534 -0.841
N -1.306 -1.626 -0.185
N -0.265 -1.490 0.872
C -0.281 0.334 -0.499
*
```

Results
- HOMO level (eV) = -9.68
- frontier orbital gap (eV) = 7.59
- lowest unoccupied orbital energy (eV) = -2.09
- SMILES string = C1=NC2=CN=NC2=C1

=====

Model four:
One molecule with the formula C5H3N3, computed with wB97M-V/def2-TZVPD.

Geometry as ORCA input:
```
! RIJCOSX wB97M-V def2-TZVPD def2/J DEFGRID3
* xyz 0 1
H -3.063 0.385 0.524
N -1.115 1.106 -0.047
C 2.426 -0.336 0.062
C -1.340 -0.310 -0.163
H 0.826 2.075 -0.011
C 0.032 -1.052 -0.325
C 0.167 1.220 -0.141
C 0.990 -0.212 -0.122
N -2.538 -0.703 0.416
H 0.050 -2.094 -0.493
N 3.565 -0.079 0.300
*
```

Results
- HOMO level (eV) = -10.89
- frontier orbital gap (eV) = 9.46
- lowest unoccupied orbital energy (eV) = -1.43
- SMILES string = [H]/N=C1/C=C(C#N)C=N1

=====

Name the least stable of them. model three.

=====

Model one:
One molecule with the formula C2H4OP2, computed with wB97M-V/def2-TZVPD.

Geometry as ORCA input:
```
! RIJCOSX wB97M-V def2-TZVPD def2/J DEFGRID3
* xyz 0 1
P -1.231 -1.101 0.318
H -1.410 -1.656 1.569
H 2.473 -1.391 0.432
H -0.506 2.850 -1.887
C -0.066 2.049 -1.283
P 0.714 -0.473 0.897
C 0.258 1.127 -0.601
H -1.897 0.068 0.621
O 1.665 -1.474 -0.067
*
```

Results
- HOMO level (eV) = -9.48
- frontier orbital gap (eV) = 9.61
- lowest unoccupied orbital energy (eV) = 0.13
- SMILES string = C#CP(O)#[PH2]

=====

Model two:
One molecule with the formula C2H4OP2, computed with wB97M-V/def2-TZVPD.

Geometry as ORCA input:
```
! RIJCOSX wB97M-V def2-TZVPD def2/J DEFGRID3
* xyz 0 1
C -0.094 0.496 -0.737
P -1.046 -1.157 -1.217
H 0.747 0.486 -1.389
O 0.974 -0.784 0.852
H -0.689 0.456 1.282
H -0.865 1.175 -1.019
P -0.234 -2.271 0.348
H 0.915 1.189 1.192
C 0.292 0.410 0.687
*
```

Results
- HOMO level (eV) = -9.15
- frontier orbital gap (eV) = 8.16
- lowest unoccupied orbital energy (eV) = -0.99

=====

Model three:
One molecule with the formula C2H4OP2, computed with wB97M-V/def2-TZVPD.

Geometry as ORCA input:
```
! RIJCOSX wB97M-V def2-TZVPD def2/J DEFGRID3
* xyz 0 1
O -0.344 -1.585 -0.358
C 0.564 -0.714 0.089
H 1.008 -1.122 1.019
H -0.679 0.539 1.356
P -1.719 -0.029 -1.941
H 0.802 1.339 0.787
C 0.001 0.651 0.508
P -1.032 1.475 -0.833
H 1.398 -0.554 -0.627
*
```

Results
- HOMO level (alpha / beta) (eV) = -9.17 / -9.16
- frontier orbital gap (alpha / beta) (eV) = 7.50 / 7.49
- lowest unoccupied orbital energy (alpha / beta) (eV) = -1.67 / -1.67

=====

Name the least stable of them. model one.

=====

Model one:
One molecule with the formula C3H6N2, computed with wB97M-V/def2-TZVPD.

Geometry as ORCA input:
```
! RIJCOSX wB97M-V def2-TZVPD def2/J DEFGRID3
* xyz 0 1
N 0.233 -0.356 -0.061
H -1.228 2.310 -0.570
C 1.490 -1.080 -0.274
H 2.202 -0.555 0.394
H -1.540 1.932 1.238
N -1.330 -0.759 -0.442
C -1.539 1.616 0.202
C -1.751 0.368 -0.150
H 0.071 -0.397 0.935
H 1.504 -2.134 0.013
H 1.887 -0.944 -1.285
*
```

Results
- HOMO level (eV) = -9.19
- frontier orbital gap (eV) = 9.84
- lowest unoccupied orbital energy (eV) = 0.66
- SMILES string = C=C=NNC

=====

Model two:
One molecule with the formula C3H6N2, computed with wB97M-V/def2-TZVPD.

Geometry as ORCA input:
```
! RIJCOSX wB97M-V def2-TZVPD def2/J DEFGRID3
* xyz 0 1
C 1.567 0.195 0.083
H -1.644 0.652 -1.270
H -0.097 1.278 -0.461
N -0.273 -0.918 -0.622
H -2.023 -0.980 0.567
N 1.079 -0.867 -0.427
C -1.025 -0.500 0.532
H 0.963 1.072 0.461
H -0.370 -0.381 1.475
C -0.880 0.511 -0.511
H 2.704 -0.063 0.173
*
```

Results
- HOMO level (eV) = -9.10
- frontier orbital gap (eV) = 10.15
- lowest unoccupied orbital energy (eV) = 1.05
- SMILES string = C=NN1CC1

=====

Model three:
One molecule with the formula C3H6N2, computed with wB97M-V/def2-TZVPD.

Geometry as ORCA input:
```
! RIJCOSX wB97M-V def2-TZVPD def2/J DEFGRID3
* xyz 0 1
N -1.731 0.818 -0.118
H -1.491 -1.208 -0.679
H 2.126 0.689 -0.254
H 2.156 -0.506 1.061
C -0.413 0.994 -0.146
N 0.238 -0.020 0.391
C -1.826 -0.500 0.075
C 1.650 -0.219 0.138
H 0.049 1.847 -0.649
H 1.802 -1.013 -0.599
H -2.559 -0.882 0.782
*
```

Results
- HOMO level (eV) = -8.84
- frontier orbital gap (eV) = 9.24
- lowest unoccupied orbital energy (eV) = 0.40
- SMILES string = C=N/C=N/C

=====

Model four:
One molecule with the formula C3H6N2, computed with wB97M-V/def2-TZVPD.

Geometry as ORCA input:
```
! RIJCOSX wB97M-V def2-TZVPD def2/J DEFGRID3
* xyz 0 1
H 2.449 0.069 0.033
N 0.573 0.987 0.006
H -1.249 0.850 1.015
C 1.386 -0.118 0.034
H 0.942 1.935 -0.223
N 0.832 -1.275 0.026
H -1.011 -1.444 -0.930
C -0.584 -1.001 -0.018
C -0.811 0.562 0.045
H -1.440 0.925 -0.771
H -1.087 -1.490 0.784
*
```

Results
- HOMO level (eV) = -8.38
- frontier orbital gap (eV) = 9.40
- lowest unoccupied orbital energy (eV) = 1.03
- SMILES string = C1=NCCN1

=====

Name the least stable of them. model one.